w:
C5H10NO | wB97M-V/def2-TZVPD

Atoms and positions in Å:
O (-3.464, -1.367, 1.097)
N (1.650, 1.193, -0.687)
C (1.405, 0.505, 0.423)
C (0.339, 0.494, 1.318)
C (2.738, 0.848, -1.586)
C (-4.515, -1.893, 1.540)
C (-2.658, -0.679, 0.532)
H (-0.502, 1.279, 1.430)
H (2.215, -0.139, 0.646)
H (-4.442, -2.987, 1.687)
H (-5.333, -1.211, 1.906)
H (0.236, -0.073, 2.291)
H (-1.615, -0.431, 0.899)
H (2.486, -0.003, -2.148)
H (1.069, 2.023, -0.819)
H (2.955, 1.685, -2.258)
H (3.661, 0.533, -1.079)

As for the net charge: +1. The value obtained for the LUMO energy (alpha / beta) is -6.175 / -5.965 eV. Its orbital gap (alpha / beta) is 5.0 / 5.3 eV.

x:
C5H10NO | wB97M-V/def2-TZVPD

Atoms and positions in Å:
O (-0.598, 2.176, 0.906)
N (-0.422, 0.507, -0.883)
C (0.005, -0.916, 0.882)
C (0.183, 1.279, 0.329)
C (0.341, -1.681, 2.047)
C (0.398, 0.595, -2.108)
C (-0.492, -0.849, -0.334)
H (-0.157, 0.187, -2.950)
H (0.653, 1.631, -2.322)
H (-1.353, 0.890, -1.095)
H (1.338, -1.421, 2.403)
H (1.305, 0.010, -1.968)
H (-0.904, -1.629, -0.962)
H (-0.373, -1.488, 2.848)
H (-1.442, 1.832, 1.232)
H (0.328, -2.752, 1.827)
H (1.189, 1.628, 0.147)

As for the net charge: +1. The value obtained for the LUMO energy is -4.026 eV. Its orbital gap is 9.1 eV.

Least stable = w

w:
C3H5F2N | wB97M-V/def2-TZVPD

Atoms and positions in Å:
F (-1.491, 1.350, -0.090)
F (2.325, 0.004, -0.825)
N (0.118, -1.751, 0.469)
C (1.240, 0.728, -0.508)
C (-1.494, 0.110, 0.280)
C (-0.149, -0.580, 0.221)
H (1.057, -2.163, 0.473)
H (0.760, 1.017, -1.344)
H (-1.653, 0.196, 1.421)
H (-2.207, -0.446, -0.293)
H (1.495, 1.534, 0.195)

As for the net charge: 0. The value obtained for the LUMO energy is 0.958 eV. Its orbital gap is 9.8 eV.

x:
C3H5F2N | wB97M-V/def2-TZVPD

Atoms and positions in Å:
F (-1.766, 2.005, 0.306)
F (-0.556, -0.007, 2.100)
N (1.513, -0.407, 0.240)
C (-0.267, 0.190, 0.851)
C (-0.759, 1.174, -0.007)
C (-1.237, -0.303, -0.173)
H (-0.027, 1.591, -0.656)
H (-2.220, -0.423, 0.091)
H (2.299, -0.111, 0.898)
H (1.346, -1.321, 0.478)
H (-0.919, -0.866, -1.065)

As for the net charge: 0. The value obtained for the LUMO energy is 1.028 eV. Its orbital gap is 10.9 eV.

Least stable = x